Computed, not measured: 2 unconnected molecules or ions with the total composition C2H5N2O3 in a non-equilibrium geometry, with ωB97M-V with the def2-TZVPD basis set.

The net charge is -1. For the total energy, the calculation gives -414.40931 Eh. The calculation puts the LUMO energy at 4.2 eV. Its energy above the lowest of the compared OMol25 structures with the same formula, charge and spin is 105.11 kcal per mole. The value obtained for the HOMO-LUMO gap is 0.3340 Ha.

Last column: natural (NBO) charge in e.
Element x y z (Å)
O: -2.980 1.038 -0.556  -0.761
O: -3.562 -1.079 -0.796  -0.711
O: -1.817 -0.582 0.566  -0.508
N: 0.354 -1.034 -1.436  -1.085
N: -1.239 0.661 1.144  -0.295
C: -2.923 -0.148 -0.417  0.954
C: -0.187 0.790 1.893  -0.198
H: 0.160 -0.192 2.119  0.111
H: 0.455 -0.136 -1.029  0.350
H: 0.102 -0.854 -2.407  0.337
H: -1.841 1.471 0.936  0.417
H: -0.599 -1.213 -1.005  0.389

Force components x, y, z for each atom (eV/Å):
-0.1 3.0 -0.6
-0.7 -2.2 -0.8
0.3 1.9 0.7
-2.1 -1.0 0.2
0.6 -0.2 0.7
0.6 -0.8 1.5
-1.9 0.4 -0.7
0.8 -1.2 0.0
0.7 1.4 0.3
0.2 0.0 0.0
0.2 -0.9 -0.6
1.3 -0.4 -0.5